{
  "formula": "C2H22O8S2",
  "method": "wB97M-V/def2-TZVPD",
  "elements": ["C", "C", "S", "S", "H", "H", "H", "H", "H", "H", "H", "H", "O", "H", "H", "O", "H", "H", "O", "H", "H", "O", "H", "H", "O", "H", "H", "O", "H", "H", "O", "H", "H", "O"],
  "xyz": [[0.038, 2.157, -0.138], [-0.586, 0.839, -0.502], [-1.197, 0.746, -2.207], [-1.325, -1.232, -2.689], [-0.503, 2.997, -0.577], [1.065, 2.267, -0.494], [0.117, 2.286, 0.928], [-1.538, 0.816, 0.012], [0.001, -0.018, -0.213], [-0.038, -1.581, -2.438], [2.710, -0.194, -1.981], [3.893, -1.156, -1.621], [2.944, -1.043, -1.552], [0.493, -2.314, 0.819], [-0.284, -2.646, 2.173], [-0.136, -1.984, 1.485], [-3.733, 0.933, 0.471], [-3.150, 2.232, 1.107], [-3.588, 1.882, 0.315], [2.218, 1.837, -2.672], [1.767, 0.827, -3.753], [2.526, 1.101, -3.207], [-2.210, 0.430, 1.986], [-1.207, 1.362, 2.599], [-2.154, 1.200, 2.603], [0.718, -0.548, 1.919], [2.006, 0.316, 1.993], [1.070, 0.355, 1.826], [2.727, -3.245, 0.777], [2.554, -1.926, -0.093], [2.427, -2.331, 0.809], [-3.087, -1.522, 0.167], [-1.811, -1.591, 1.116], [-2.728, -1.252, 1.034]],
  "mulliken_charge": [-1.31, 1.08, -0.11, -0.21, 0.43, 0.23, 0.25, -0.15, -0.31, 0.11, 0.35, 0.28, -0.65, 0.33, 0.26, -0.76, 0.31, 0.39, -0.64, 0.33, 0.34, -0.72, 0.31, 0.34, -0.72, 0.34, 0.23, -0.51, 0.31, 0.44, -0.67, 0.33, 0.42, -0.64],
  "lumo_ev": -0.0355,
  "total_energy_ha": -1487.69417,
  "largest_force_ha_per_bohr": 0.0293,
  "smiles": "CCSS.O.O.O.O.O.O.O.O",
  "relative_energy_kj_mol": 0.0
}

{
  "formula": "C4H2O2",
  "method": "wB97M-V/def2-TZVPD",
  "elements": ["C", "C", "C", "C", "O", "O", "H", "H"],
  "xyz": [[-0.557, -0.345, -0.691], [-0.665, 0.037, 0.850], [-1.798, -0.196, -0.002], [0.585, 0.043, 0.122], [-2.968, -0.242, -0.087], [1.350, 1.128, -0.066], [1.823, -1.324, 0.270], [2.229, 0.899, -0.397]],
  "mulliken_charge": [-0.41, -0.51, 0.77, 0.42, -0.47, -0.38, 0.18, 0.40],
  "lumo_ev": -0.7364,
  "total_energy_ha": -303.81590,
  "largest_force_ha_per_bohr": 0.0813,
  "relative_energy_kj_mol": 509.1
}

{
  "formula": "C37H103BF3N9O12PtS",
  "method": "wB97M-V/def2-TZVPD",
  "elements": ["Pt", "B", "H", "H", "H", "H", "C", "F", "F", "F", "S", "O", "O", "O", "C", "C", "C", "O", "C", "N", "H", "H", "H", "H", "H", "H", "H", "H", "H", "H", "H", "C", "C", "C", "O", "C", "N", "H", "H", "H", "H", "H", "H", "H", "H", "H", "H", "H", "C", "C", "C", "O", "C", "N", "H", "H", "H", "H", "H", "H", "H", "H", "H", "H", "H", "C", "C", "C", "O", "C", "N", "H", "H", "H", "H", "H", "H", "H", "H", "H", "H", "H", "C", "C", "C", "O", "C", "N", "H", "H", "H", "H", "H", "H", "H", "H", "H", "H", "H", "C", "C", "C", "O", "C", "N", "H", "H", "H", "H", "H", "H", "H", "H", "H", "H", "H", "C", "C", "C", "O", "C", "N", "H", "H", "H", "H", "H", "H", "H", "H", "H", "H", "H", "C", "C", "C", "O", "C", "N", "H", "H", "H", "H", "H", "H", "H", "H", "H", "H", "H", "C", "C", "C", "O", "C", "N", "H", "H", "H", "H", "H", "H", "H", "H", "H", "H", "H"],
  "xyz": [[-1.946, 0.263, 2.205], [-0.170, -0.054, 0.964], [0.753, -0.013, 0.405], [-0.054, -0.594, 1.890], [-0.362, 0.942, 1.333], [-1.001, -0.441, 0.395], [-4.896, 1.245, 6.033], [-3.802, 0.846, 6.590], [-5.862, 0.294, 6.117], [-5.284, 2.365, 6.674], [-4.542, 1.819, 4.145], [-3.685, 0.815, 3.476], [-5.868, 1.981, 3.490], [-3.779, 3.073, 4.325], [3.472, -0.309, 4.831], [2.484, -0.017, 3.716], [3.053, 0.998, 2.623], [2.997, 2.339, 3.186], [3.669, 3.391, 2.466], [1.948, -1.278, 3.075], [2.911, -1.111, 5.310], [3.577, 0.433, 5.622], [4.465, -0.601, 4.490], [1.691, 0.561, 4.190], [2.427, 0.990, 1.730], [4.077, 0.729, 2.363], [3.463, 3.546, 1.406], [4.727, 3.135, 2.412], [3.457, 4.299, 3.030], [1.281, -1.025, 2.360], [2.553, -1.931, 2.598], [0.450, -3.963, 1.121], [0.553, -4.883, 2.331], [1.855, -5.527, 2.489], [1.450, -6.614, 3.289], [2.146, -7.841, 3.247], [0.146, -4.237, 3.490], [1.288, -3.265, 1.111], [-0.370, -3.247, 1.080], [0.451, -4.506, 0.176], [-0.092, -5.750, 2.193], [2.612, -4.910, 2.974], [2.232, -5.920, 1.546], [2.062, -8.402, 2.317], [1.913, -8.510, 4.075], [3.209, -7.761, 3.474], [0.756, -3.471, 3.737], [0.094, -4.857, 4.286], [-4.608, 1.489, -1.310], [-4.122, 0.903, 0.119], [-3.845, -0.654, 0.038], [-3.412, -1.275, 1.278], [-3.357, -2.641, 1.146], [-2.930, 1.591, 0.630], [-5.550, 1.050, -1.640], [-3.794, 1.533, -2.033], [-4.922, 2.492, -1.021], [-5.031, 0.933, 0.720], [-3.076, -0.905, -0.692], [-4.709, -1.083, -0.469], [-3.193, -3.203, 0.227], [-4.209, -3.081, 1.664], [-2.500, -2.835, 1.791], [-2.140, 1.533, 0.003], [-3.279, 2.537, 0.683], [-3.189, 0.463, -8.443], [-2.111, 1.222, -7.778], [-2.251, 1.471, -6.229], [-2.307, 0.292, -5.527], [-3.079, 0.442, -4.278], [-0.822, 0.551, -8.033], [-4.179, 0.916, -8.394], [-3.270, -0.599, -8.209], [-2.908, 0.498, -9.496], [-1.833, 2.194, -8.186], [-3.187, 2.006, -6.067], [-1.520, 2.234, -5.961], [-4.112, 0.790, -4.283], [-2.536, 1.102, -3.601], [-3.080, -0.462, -3.668], [-0.482, 0.326, -7.109], [-1.006, -0.329, -8.492], [-3.351, -2.462, 4.393], [-2.165, -1.719, 4.979], [-1.438, -2.306, 6.110], [-0.271, -1.515, 6.482], [0.532, -1.989, 7.607], [-1.398, -1.209, 3.887], [-3.002, -3.418, 4.004], [-3.838, -1.956, 3.559], [-4.075, -2.590, 5.198], [-2.728, -0.876, 5.380], [-1.025, -3.281, 5.850], [-2.189, -2.414, 6.892], [-0.137, -1.694, 8.415], [1.515, -1.521, 7.650], [0.645, -3.073, 7.612], [-0.578, -0.829, 4.339], [-0.898, -2.064, 3.689], [-0.770, 3.862, 2.126], [-0.230, 2.840, 3.156], [0.201, 3.446, 4.466], [0.355, 2.423, 5.489], [0.312, 2.844, 6.893], [-1.249, 2.016, 3.551], [-1.054, 3.497, 1.139], [0.066, 4.540, 1.955], [-1.424, 4.630, 2.540], [0.642, 2.301, 2.784], [-0.629, 4.046, 4.839], [1.052, 4.088, 4.238], [0.188, 2.112, 7.691], [-0.517, 3.548, 6.963], [1.202, 3.425, 7.137], [-0.968, 2.028, 4.521], [-2.003, 2.634, 3.811], [5.711, 0.662, -2.074], [5.127, 0.045, -3.351], [4.774, 0.938, -4.597], [3.898, 1.959, -4.059], [3.357, 2.692, -5.091], [5.895, -1.138, -3.743], [5.003, 1.418, -1.733], [6.604, 1.129, -2.491], [5.870, -0.091, -1.302], [4.200, -0.355, -2.940], [4.248, 0.438, -5.410], [5.657, 1.318, -5.111], [2.840, 1.996, -5.751], [4.092, 3.168, -5.739], [2.546, 3.388, -4.874], [5.414, -1.659, -4.462], [5.812, -1.714, -2.918], [1.648, 2.485, -1.511], [0.124, 2.827, -1.641], [-0.289, 3.303, -3.048], [0.508, 4.501, -3.326], [-0.046, 5.242, -4.394], [-0.745, 1.666, -1.332], [2.216, 3.392, -1.719], [1.845, 1.656, -2.191], [1.958, 2.169, -0.515], [0.049, 3.724, -1.028], [-1.374, 3.399, -3.004], [-0.091, 2.496, -3.753], [0.570, 6.105, -4.647], [-1.022, 5.556, -4.026], [-0.100, 4.677, -5.325], [-0.939, 1.087, -2.137], [-0.201, 1.129, -0.672], [0.628, -0.589, -4.064], [0.379, -1.603, -5.124], [1.454, -2.825, -5.177], [2.688, -2.456, -5.848], [2.694, -2.404, -7.253], [-0.903, -2.235, -4.901], [1.711, -0.495, -3.982], [0.335, -1.053, -3.122], [0.173, 0.392, -4.202], [0.382, -1.114, -6.098], [0.917, -3.603, -5.720], [1.782, -3.215, -4.214], [2.001, -1.688, -7.696], [2.580, -3.360, -7.764], [3.746, -2.141, -7.360], [-0.971, -3.234, -5.032], [-1.489, -1.877, -5.642]],
  "mulliken_charge": [5.06, 3.42, -0.41, -1.38, -1.03, -0.68, 0.63, -0.20, -0.25, -0.24, 1.16, -1.26, -0.71, -0.91, -1.70, 1.70, -0.21, -0.24, -0.89, 0.39, 0.43, 0.29, 0.33, -1.07, -0.30, 0.76, 0.24, 0.37, 0.26, -0.86, 0.33, -0.97, 0.15, -0.73, -0.29, -0.88, -0.05, 0.18, -0.23, 0.52, 0.31, 0.28, 0.40, 0.32, 0.28, 0.33, -0.15, 0.33, -1.13, 0.29, -1.49, -0.26, -0.77, 0.06, 0.53, -0.07, 0.48, 0.28, 0.40, 0.66, 0.37, 0.28, 0.05, -0.73, 0.34, -1.64, 0.34, -0.81, -0.18, -0.76, -0.60, 0.36, 0.34, 0.48, 0.32, 0.69, 0.19, 0.59, -0.23, 0.41, -0.01, 0.37, -1.48, 1.70, -1.09, -0.15, -0.95, 1.30, 0.35, -0.04, 0.50, -0.72, 0.23, 0.43, 0.34, 0.22, 0.34, -0.26, -0.99, -1.70, 1.72, -1.22, -0.23, -0.96, -0.84, -0.03, 0.54, 0.38, -0.76, 0.60, 0.28, 0.22, 0.37, 0.33, 0.26, 0.03, -1.45, 0.84, -0.66, -0.19, -0.77, -0.79, 0.24, 0.36, 0.41, 0.01, 0.17, 0.46, 0.31, 0.39, 0.08, 0.32, 0.32, -0.40, 0.57, -0.58, -0.44, -0.78, 1.07, 0.64, -0.13, -0.36, -0.02, 0.56, -0.08, 0.29, 0.37, 0.22, -0.65, -1.10, 0.89, 1.73, -1.06, -0.22, -0.75, -0.63, -0.29, 0.08, -0.75, -0.88, 0.51, 0.21, 0.27, 0.31, 0.22, 0.27, 0.22],
  "lumo_ev": [0.3938, 0.3803],
  "total_energy_ha": -3708.60139,
  "largest_force_ha_per_bohr": 0.0903,
  "spin_multiplicity": 3,
  "relative_energy_kj_mol": 230.1,
  "s_squared": 2.004
}

{
  "formula": "C3H4NO2",
  "method": "wB97M-V/def2-TZVPD",
  "elements": ["C", "C", "C", "N", "O", "O", "H", "H", "H", "H"],
  "xyz": [[0.953, -0.570, 0.023], [0.180, 0.592, -0.068], [2.271, -0.638, -0.053], [-1.639, 0.251, -0.044], [3.390, -0.682, -0.049], [0.373, 1.760, -0.030], [0.556, -1.521, 0.340], [-2.082, -0.173, -0.966], [-2.047, 1.275, 0.070], [-1.956, -0.294, 0.777]],
  "mulliken_charge": [-0.70, 0.77, 0.60, -0.69, -0.11, -0.37, 0.36, 0.38, 0.39, 0.36],
  "lumo_ev": -4.4641,
  "total_energy_ha": -321.63722,
  "largest_force_ha_per_bohr": 0.0561,
  "relative_energy_kj_mol": 76.6,
  "total_charge": 1
}